Density functional theory data (ωB97M-V with the def2-TZVPD basis set) for a cluster of 13 separate species, C40H113N7O19 in total.

LUMO	0.4	eV
Kohn-Sham gap	9.37	eV
electronic energy	-92638.53211	eV
HOMO energy	-8.996	eV

Last column: Mulliken charge in e.
Geometry (Å):
C  -0.05710  -4.61063  -2.19039  -0.05
C  0.55472  -5.47469  -3.29246  -0.62
O  -0.27708  -6.54533  -3.72360  -0.59
O  0.66218  -3.41601  -2.05366  0.14
H  -0.17344  -5.18789  -1.26299  0.12
H  -1.10740  -4.47711  -2.49476  0.23
H  1.53701  -5.86011  -2.99441  0.27
H  0.80137  -4.84339  -4.16098  0.34
H  -0.90331  -6.23303  -4.37779  0.34
H  0.12505  -2.63829  -2.23096  -0.09
C  3.70095  -2.15077  4.69786  -0.05
C  4.10040  -1.01583  5.59835  -0.62
O  3.45600  0.25754  5.30257  -0.50
O  2.36654  -2.53709  4.96623  -0.44
H  4.27745  -3.00129  5.09425  0.39
H  3.98515  -1.95852  3.66407  0.03
H  5.17122  -0.80348  5.52288  0.38
H  3.91371  -1.26905  6.65299  0.28
H  2.51437  0.00807  5.20985  0.08
H  1.93836  -2.89606  4.16113  0.23
C  -3.59941  -2.11349  0.00960  0.94
C  -4.17357  -2.58857  -1.29737  -0.94
O  -3.24995  -2.30660  -2.40161  -0.39
O  -3.41106  -0.71428  -0.06357  -0.51
H  -2.69290  -2.63760  0.34235  -0.49
H  -4.30931  -2.42064  0.80122  0.39
H  -5.06023  -1.98440  -1.53695  0.26
H  -4.42802  -3.64557  -1.31770  0.42
H  -3.04221  -1.38066  -2.18941  -0.03
H  -3.22505  -0.44852  0.87078  0.12
C  -3.16144  0.33418  -4.67729  0.61
C  -4.63725  0.69200  -4.73996  -0.43
O  -5.45097  -0.39455  -5.04386  -0.50
O  -2.34212  1.50241  -4.55927  -0.41
H  -2.97295  -0.28587  -5.55969  0.41
H  -2.88792  -0.19430  -3.76680  -0.62
H  -4.68343  1.45727  -5.54033  0.32
H  -4.90557  1.32531  -3.87948  0.26
H  -6.26521  -0.05645  -5.42225  0.31
H  -1.98100  1.74280  -5.41942  0.23
C  3.45267  -3.15246  0.58831  -0.07
C  3.93342  -4.36748  -0.16041  -0.77
O  3.65223  -4.21406  -1.54209  -0.58
O  2.03774  -3.02472  0.60710  0.91
H  3.84095  -2.23158  0.13021  0.35
H  3.86068  -3.13341  1.61242  -0.12
H  3.52341  -5.30286  0.22092  0.33
H  5.01878  -4.36884  -0.05960  0.42
H  2.68877  -4.06936  -1.59615  0.09
H  1.70459  -2.23248  0.17313  -0.44
C  -2.01249  3.30670  4.13567  1.34
C  -1.76736  3.97910  2.80350  -0.62
O  -1.52950  2.96182  1.84525  -0.04
O  -2.17729  4.32170  5.13574  -0.65
H  -1.07607  2.79401  4.37078  -1.04
H  -2.82917  2.59248  4.20683  0.00
H  -0.86670  4.58546  2.94896  0.37
H  -2.61117  4.61108  2.50658  0.32
H  -1.32247  3.39747  0.99962  -0.16
H  -3.06289  4.25646  5.49598  0.38
C  0.33280  -5.52998  2.37736  -1.79
C  -0.59204  -4.35743  2.66219  1.88
C  -1.71364  -4.71750  3.65725  -1.16
O  -2.37904  -3.46992  3.78818  -0.03
C  -3.59845  -3.48895  4.49367  -0.93
N  0.14515  -3.12192  3.13925  0.46
H  -0.23266  -6.45980  2.25586  0.48
H  0.98031  -5.70323  3.24670  0.39
H  0.97305  -5.37982  1.51044  0.05
H  -1.08801  -4.13284  1.70777  -0.68
H  -1.28283  -5.06814  4.60415  0.47
H  -2.39183  -5.49616  3.29880  0.44
H  -3.79412  -2.46208  4.78952  0.13
H  -3.55985  -4.24672  5.27835  0.46
H  -4.44663  -3.79204  3.85784  0.22
H  0.27751  -2.69896  2.21289  -0.62
H  -0.70754  -2.63869  3.45392  -0.37
C  1.09418  1.32684  -2.23510  -2.40
C  0.89301  0.19602  -1.25227  2.25
C  0.86295  0.63605  0.19043  -1.87
O  0.88632  -0.53406  1.02813  1.31
C  1.38346  -0.41484  2.35721  -0.62
N  -0.37311  -0.53891  -1.56721  0.28
H  0.28643  2.06178  -2.19586  0.06
H  1.26043  0.99658  -3.26033  0.57
H  2.00435  1.89311  -1.99289  0.65
H  1.69052  -0.55706  -1.35217  -0.75
H  -0.10000  1.14744  0.42745  0.33
H  1.57477  1.41383  0.51863  0.64
H  2.11639  0.39401  2.43813  0.70
H  1.91518  -1.34622  2.57646  -0.83
H  0.55521  -0.30502  3.06328  0.04
H  -0.91297  -0.04574  -2.26809  0.04
H  -0.90004  -0.58532  -0.70042  -0.28
C  1.57102  3.63911  -5.40514  -1.11
C  2.48128  2.80243  -6.28248  0.09
C  3.61787  3.59588  -6.91710  -0.67
O  3.16108  4.71346  -7.63357  -0.33
C  4.10372  5.26239  -8.51966  -0.78
N  3.03818  1.68617  -5.51908  -0.26
H  0.75211  2.97903  -5.10430  -0.02
H  1.29219  4.53473  -5.95292  0.49
H  2.01379  3.85272  -4.42745  0.31
H  1.98207  2.36818  -7.15380  0.29
H  4.19100  2.92990  -7.58192  0.36
H  4.37814  3.91446  -6.18132  0.31
H  3.73045  6.26584  -8.76748  0.27
H  4.05456  4.73566  -9.48067  0.29
H  5.10723  5.42611  -8.12100  0.32
H  3.37802  0.94631  -6.12206  0.23
H  3.75744  1.97414  -4.86730  0.26
C  3.09370  -1.40309  -4.09505  -0.23
C  4.55124  -1.83356  -4.28092  0.72
C  5.41309  -0.83078  -5.03537  -0.76
O  5.06196  -0.69337  -6.37734  -0.42
C  5.79777  0.29188  -7.04048  -0.75
N  5.17648  -1.90823  -2.94041  -0.80
H  2.95640  -0.34881  -3.86871  -0.30
H  2.71063  -2.00051  -3.26359  -0.30
H  2.55062  -1.62505  -5.01436  0.47
H  4.53984  -2.81997  -4.75722  0.33
H  6.42640  -1.26539  -4.93375  0.43
H  5.47461  0.11769  -4.48622  0.21
H  5.41652  0.40462  -8.05101  0.27
H  6.86553  0.04074  -7.04477  0.37
H  5.71173  1.26913  -6.54261  0.29
H  4.59235  -2.53923  -2.38554  0.20
H  6.07119  -2.39158  -3.00595  0.29
C  -6.52154  -0.44847  2.09306  -1.33
C  -5.78589  -0.42155  3.43070  0.99
C  -4.50993  0.40727  3.43530  -1.16
O  -3.53687  -0.14446  2.62518  -0.35
C  -2.24493  -0.20251  3.21710  3.61
N  -6.71907  -0.01614  4.49207  -0.73
H  -5.94763  -0.87566  1.27853  0.20
H  -6.76501  0.60030  1.85735  0.33
H  -7.53016  -0.84455  2.20884  0.41
H  -5.40176  -1.44435  3.54477  -0.35
H  -4.20124  0.46327  4.49021  0.27
H  -4.74077  1.45996  3.21337  0.41
H  -2.07409  -1.03016  3.91784  -0.59
H  -1.89353  0.70403  3.71324  -0.75
H  -1.58490  -0.39597  2.36289  -1.72
H  -6.29263  0.66685  5.12427  0.30
H  -6.79174  -0.81079  5.13258  0.30
C  -1.51956  -0.72138  8.03921  -1.89
C  -1.06396  -0.48575  6.60337  1.88
C  -0.10122  0.68234  6.53233  -1.15
O  0.16004  0.93853  5.15758  0.81
C  1.05117  2.02639  4.97124  -1.32
N  -0.56523  -1.74572  6.04683  -0.13
H  -2.11685  -1.63126  8.08783  0.44
H  -2.05035  0.11848  8.48518  0.37
H  -0.64495  -0.97011  8.65458  0.41
H  -1.93720  -0.24905  5.98578  -0.57
H  0.81984  0.57399  7.10579  0.38
H  -0.69086  1.56191  6.82944  0.38
H  1.57484  1.91341  4.02215  0.20
H  1.79086  2.05633  5.77470  0.50
H  0.50330  2.97946  4.93319  0.49
H  -0.49238  -1.64356  5.04485  -0.46
H  0.31266  -2.05804  6.43808  0.35
C  -1.00011  5.28543  -2.93804  -1.48
C  -0.72231  4.77637  -1.52692  0.77
C  -0.68675  5.89147  -0.48978  -0.95
O  0.18638  6.92307  -0.94194  -0.35
C  0.11151  8.05690  -0.11507  -0.78
N  -1.77633  3.84134  -1.09325  -0.23
H  -0.65657  4.57172  -3.68386  0.15
H  -0.49546  6.23870  -3.10363  0.40
H  -2.07660  5.44675  -2.99655  0.39
H  0.25612  4.30230  -1.41958  0.05
H  -0.28753  5.55750  0.47632  0.41
H  -1.70352  6.30617  -0.38699  0.50
H  0.78012  8.81915  -0.52085  0.27
H  0.36772  7.82596  0.92254  0.28
H  -0.87297  8.54588  -0.18171  0.33
H  -2.67388  4.32426  -0.99980  0.27
H  -1.98240  3.27013  -1.91917  0.03

Density functional theory data (ωB97M-V with the def2-TZVPD basis set) for an isolated molecule of C5H11NO.

LUMO	0.9	eV
Kohn-Sham gap	9.38	eV
electronic energy	-8898.50382	eV
HOMO energy	-8.504	eV

Last column: Mulliken charge in e.
Geometry (Å):
H  3.59144  -1.96149  0.21869  0.24
N  2.70269  -1.55849  0.52867  -0.60
C  1.69327  -1.86923  -0.15443  -0.11
C  0.13287  -1.17313  0.39442  -0.82
C  0.01942  -0.05121  -0.51275  0.03
O  -0.30704  -0.38910  -1.80546  -0.53
C  -1.39908  0.68596  0.34537  -0.57
C  -1.17752  2.17400  0.53584  -1.15
H  1.73200  -2.48325  -1.07032  0.39
H  -0.62142  -1.93971  0.24449  0.34
H  0.37776  -0.90134  1.41391  0.38
H  0.86251  0.64544  -0.45186  0.36
H  -0.31837  0.40772  -2.34686  0.34
H  -1.74121  0.22995  1.27332  0.39
H  -2.19277  0.49130  -0.37641  0.33
H  -0.45173  2.36381  1.32785  0.29
H  -0.80709  2.63618  -0.38259  0.31
H  -2.09574  2.69259  0.81810  0.37

> The lowest HOMO energy belongs to which entry?

C40H113N7O19